[1]
Computed, not measured: a gas-phase ion, C3H5N4O (charge +1), with the ωB97M-V functional and the def2-TZVPD basis.

HOMO energy (alpha / beta), eV: -13.95 / -13.90
Electronic energy, eV: -11183.5526
Max |F|, eV/Å: 4.53
Gap between HOMO and LUMO (alpha / beta), eV: 7.0552 / 7.7754
Charge: +1
LUMO (alpha / beta), eV: -6.90 / -6.13

Geometry as XYZ:
```
13
Properties=species:S:1:pos:R:3:forces:R:3
C 1.352 -0.852 -0.889 -1.02 0.21 -0.21
C 2.044 0.179 -0.447 -1.87 -0.79 -0.42
C -0.681 0.813 -0.053 1.39 -0.85 -0.59
N 0.222 1.481 0.403 -0.63 -0.20 -0.25
N 1.508 1.321 0.200 0.06 1.83 1.34
N -2.429 -0.670 0.266 -3.06 1.59 -2.94
N -1.956 0.563 -0.239 -2.42 -1.94 1.11
O -2.747 1.235 -0.898 0.81 0.01 -0.02
H 1.113 -1.792 -1.488 0.63 1.75 1.11
H 3.074 0.220 -0.630 1.59 0.19 0.04
H 1.941 2.113 0.745 0.67 -1.85 -1.24
H -2.000 -1.067 1.027 1.63 -0.64 2.16
H -3.494 -0.780 0.218 2.21 0.69 -0.09
```
Forces are in eV/Å.


[2]
Computed, not measured: a molecular structure, C36H36CrN6O3PSTe, with the ωB97M-V functional and the def2-TZVPD basis.

HOMO energy (alpha / beta), eV: -3.48 / -4.05
Electronic energy, eV: -108844.1344
Max |F|, eV/Å: 0.55
Gap between HOMO and LUMO (alpha / beta), eV: 5.1972 / 5.6368
Charge: -1
LUMO (alpha / beta), eV: 1.72 / 1.58
2S+1: 5

Geometry as XYZ:
```
85
Properties=species:S:1:pos:R:3:forces:R:3
Cr -0.674 0.174 0.387 0.00 -0.14 0.18
S -0.424 0.069 2.701 -0.01 -0.06 -0.05
C 1.345 0.085 2.735 0.04 0.06 0.03
N 1.891 0.194 3.923 -0.09 -0.14 0.16
N 3.283 0.140 3.968 0.03 0.32 -0.45
C 4.082 -0.902 3.554 0.01 -0.25 0.13
C 5.471 -0.785 3.717 -0.05 0.00 0.00
C 6.319 -1.815 3.352 0.03 0.02 0.00
C 5.816 -2.991 2.810 -0.01 -0.02 -0.01
C 4.440 -3.112 2.653 0.01 -0.03 -0.02
C 3.576 -2.096 3.019 0.01 0.13 -0.01
N 2.095 0.015 1.612 0.12 0.10 -0.07
N 1.450 -0.134 0.464 -0.07 -0.15 0.14
C 2.310 -0.160 -0.630 0.03 -0.04 -0.04
C 3.595 0.405 -0.608 -0.07 0.05 0.00
C 4.386 0.378 -1.744 0.05 0.03 0.00
C 3.943 -0.217 -2.920 -0.02 -0.03 -0.01
C 2.689 -0.819 -2.933 0.02 0.02 0.01
C 1.888 -0.798 -1.805 0.05 -0.04 0.01
H 3.643 0.687 4.727 0.00 -0.03 0.14
H 5.876 0.138 4.117 0.00 -0.01 0.01
H 7.388 -1.690 3.483 0.00 -0.01 0.00
H 6.480 -3.792 2.509 0.00 0.01 0.01
H 4.025 -4.020 2.231 0.01 0.01 0.01
H 2.511 -2.212 2.885 -0.01 -0.01 0.01
H 3.948 0.854 0.309 -0.01 -0.01 0.00
H 5.373 0.827 -1.707 -0.01 -0.01 -0.01
H 4.573 -0.234 -3.800 -0.01 0.00 0.01
H 2.337 -1.330 -3.822 0.02 0.01 0.00
H 0.951 -1.334 -1.790 -0.10 0.01 0.02
C -1.413 0.214 -3.978 -0.01 0.00 -0.01
C -1.271 -0.201 -2.649 0.00 0.01 0.06
N -0.867 0.613 -1.695 0.11 -0.05 -0.05
C -0.578 1.891 -2.014 0.00 0.01 -0.13
C -0.665 2.392 -3.316 -0.03 -0.09 0.02
C -1.102 1.505 -4.315 0.01 0.00 0.01
C -0.335 3.764 -3.562 0.04 0.10 0.06
C 0.050 4.576 -2.554 -0.02 -0.04 -0.11
C 0.138 4.088 -1.209 0.01 -0.03 0.06
C 0.519 4.885 -0.118 0.00 0.01 0.03
C 0.573 4.328 1.133 0.01 0.02 -0.01
C 0.245 2.978 1.304 -0.02 -0.06 -0.08
N -0.124 2.214 0.293 0.01 0.10 0.09
C -0.172 2.752 -0.945 0.03 0.08 0.04
H -1.767 -0.498 -4.710 0.01 0.01 -0.01
H -1.506 -1.215 -2.353 -0.02 -0.03 0.02
H -1.194 1.855 -5.337 0.00 0.00 0.01
H -0.408 4.136 -4.577 0.00 0.01 0.00
H 0.293 5.615 -2.740 0.00 -0.01 -0.01
H 0.764 5.928 -0.277 0.00 0.00 0.00
H 0.866 4.908 1.997 0.00 0.01 0.00
H 0.263 2.492 2.272 0.00 0.02 0.02
C -1.275 -6.146 -1.009 0.02 -0.02 0.02
C -0.663 -4.814 -0.641 0.00 0.04 0.06
O -1.417 -4.218 0.431 0.09 -0.17 -0.08
P -2.103 -2.789 0.211 -0.20 -0.09 0.07
O -1.006 -1.770 0.038 0.04 0.29 -0.29
Te -3.746 -2.928 -1.497 0.09 0.03 -0.03
O -2.731 -2.528 1.640 -0.02 0.04 0.08
C -3.927 -3.132 2.143 0.05 -0.06 -0.03
C -4.557 -2.162 3.115 0.01 0.03 0.00
H -0.660 -6.648 -1.759 -0.02 0.02 0.01
H -2.278 -6.000 -1.410 -0.01 0.01 0.00
H -1.338 -6.788 -0.128 0.00 0.01 -0.01
H -0.643 -4.144 -1.505 -0.05 0.00 0.01
H 0.362 -4.926 -0.284 -0.03 0.02 0.03
H -3.649 -4.071 2.629 -0.02 0.00 0.00
H -4.597 -3.355 1.309 0.00 0.02 0.00
H -3.877 -1.951 3.942 0.00 0.01 -0.02
H -5.484 -2.577 3.516 0.01 -0.02 0.00
H -4.783 -1.224 2.607 0.00 -0.01 0.01
C -2.739 0.709 0.634 -0.01 -0.09 -0.04
C -3.191 1.915 -0.080 0.01 0.05 0.01
C -3.676 1.855 -1.396 -0.03 -0.04 0.04
C -4.001 3.002 -2.102 -0.01 0.01 -0.02
C -3.865 4.256 -1.518 -0.01 0.02 -0.01
C -3.425 4.336 -0.202 0.00 0.02 -0.01
C -3.103 3.188 0.503 0.02 -0.01 -0.01
H -3.290 -0.172 0.296 0.01 0.03 0.00
H -2.862 0.822 1.712 -0.02 -0.02 0.00
H -3.793 0.880 -1.860 -0.01 0.03 0.02
H -4.367 2.915 -3.119 0.00 0.00 0.01
H -4.115 5.153 -2.073 0.00 -0.01 0.01
H -3.334 5.304 0.280 0.00 -0.01 0.00
H -2.762 3.265 1.531 0.01 0.00 -0.01
```
Forces are in eV/Å.


[3]
Computed, not measured: a single C4H7N3O molecule, with the ωB97M-V functional and the def2-TZVPD basis.

HOMO energy, eV: -7.08
Electronic energy, eV: -10776.6574
Max |F|, eV/Å: 3.89
SMILES: Cn1cco/c1=N\N
Gap between HOMO and LUMO, eV: 8.0210
LUMO, eV: 0.95

Geometry as XYZ:
```
15
Properties=species:S:1:pos:R:3:forces:R:3
C -1.350 -1.146 -0.175 2.99 -0.85 0.39
C -0.559 -2.239 -0.155 -0.65 3.34 -0.09
C 0.718 -0.414 -0.022 -0.19 1.67 0.27
C -1.138 1.322 -0.244 1.61 -0.97 -0.45
N 1.647 0.419 0.122 1.01 0.38 -0.09
N -0.587 0.001 -0.057 -0.62 -1.11 -0.02
N 2.984 0.020 -0.056 0.50 -2.80 0.36
O 0.728 -1.743 -0.085 1.62 -1.58 -0.12
H -2.329 -1.024 -0.038 -3.89 -0.08 0.08
H -0.717 -3.243 0.039 -0.19 -1.59 -0.04
H -1.477 1.372 -1.228 -0.17 0.47 -2.13
H -2.027 1.389 0.274 -1.62 0.45 1.90
H -0.424 2.101 -0.054 0.24 0.14 0.35
H 3.210 -0.959 0.325 -0.96 1.33 -0.87
H 3.559 0.549 0.554 0.31 1.21 0.47
```
Forces are in eV/Å.


[4]
Computed, not measured: a single C3H8N2O2 molecule, with the ωB97M-V functional and the def2-TZVPD basis.

HOMO energy, eV: -7.69
Electronic energy, eV: -10312.0909
Max |F|, eV/Å: 2.02
Gap between HOMO and LUMO, eV: 8.2025
LUMO, eV: 0.51

Geometry as XYZ:
```
15
Properties=species:S:1:pos:R:3:forces:R:3
C -0.286 -0.862 -0.516 -0.21 0.13 -0.07
C 1.562 0.408 0.454 0.66 -0.15 0.15
C -0.713 1.322 0.447 -0.36 0.05 0.02
N 0.182 0.263 0.039 0.00 -0.55 -0.44
N -1.646 -1.052 -0.587 0.05 0.13 0.10
O 0.369 -1.807 -1.074 -1.93 -0.12 0.59
O 1.721 -1.723 -1.286 1.77 0.27 -0.40
H -1.896 -1.953 -0.965 0.02 0.04 0.01
H -2.206 -0.748 0.196 0.13 -0.07 -0.10
H 1.641 0.319 1.543 -0.04 0.06 -0.04
H 2.142 -0.378 -0.040 -0.09 0.13 0.15
H -1.584 1.353 -0.208 0.07 0.07 0.09
H -1.038 1.202 1.488 0.01 0.03 -0.07
H -0.181 2.270 0.363 -0.03 -0.05 0.00
H 1.933 1.387 0.147 -0.06 0.03 0.02
```
Forces are in eV/Å.


[5]
Computed, not measured: a single C12H13NO molecule, with the ωB97M-V functional and the def2-TZVPD basis.

HOMO energy, eV: -7.89
Electronic energy, eV: -16189.7953
Max |F|, eV/Å: 5.72
SMILES: NCCOc1cccc2ccccc12
Gap between HOMO and LUMO, eV: 8.3171
LUMO, eV: 0.43

Geometry as XYZ:
```
27
Properties=species:S:1:pos:R:3:forces:R:3
C -3.682 -0.279 -0.066 -0.97 4.13 -1.87
C -2.338 -0.432 0.407 4.54 -0.10 3.48
C -0.108 -0.902 -0.368 1.57 -4.13 2.30
C 0.424 -2.166 -0.067 -4.30 -0.13 -2.12
C 1.743 -2.482 0.120 1.81 -1.24 0.43
C 2.652 -1.483 0.278 -0.11 1.48 -0.48
C 2.129 -0.151 0.031 3.83 1.84 2.11
C 2.934 1.081 0.282 -0.96 -1.77 0.37
C 2.396 2.351 0.093 1.40 -4.16 0.51
C 1.101 2.454 -0.244 -5.33 0.31 -0.37
C 0.244 1.344 -0.440 1.75 4.61 0.07
C 0.807 0.096 -0.214 -2.41 1.15 -2.00
H -4.419 1.010 1.384 0.01 0.10 0.16
H -3.735 1.864 0.135 -0.76 -1.43 0.35
H -4.336 -0.987 0.232 -1.97 -2.60 0.95
H -3.682 -0.258 -1.165 0.05 -0.12 0.25
H -2.019 0.525 0.938 -0.29 -0.88 -0.67
H -2.079 -1.221 1.185 -1.12 0.57 -0.59
H -0.364 -2.911 -0.251 0.69 -0.38 0.43
H 2.113 -3.530 0.127 -0.67 0.75 0.26
H 3.713 -1.693 0.529 -0.85 0.45 -0.35
H 3.817 0.889 0.913 0.07 0.48 -1.02
H 2.970 3.154 0.297 1.73 2.66 0.80
H 0.510 3.395 -0.094 1.15 -0.41 -0.82
H -0.779 1.663 -0.776 1.02 -1.33 0.64
N -4.328 1.025 0.378 0.96 0.16 -0.87
O -1.405 -0.707 -0.623 -0.83 0.00 -1.94
```
Forces are in eV/Å.


[6]
Computed, not measured: a single ClHNO2P molecule, with the ωB97M-V functional and the def2-TZVPD basis.

HOMO energy (alpha / beta), eV: -9.59 / -9.59
Electronic energy, eV: -27409.5437
Max |F|, eV/Å: 2.62
Gap between HOMO and LUMO (alpha / beta), eV: 7.0568 / 7.0458
LUMO (alpha / beta), eV: -2.53 / -2.54

Geometry as XYZ:
```
6
Properties=species:S:1:pos:R:3:forces:R:3
N 0.742 -0.860 0.437 0.91 -0.29 -1.75
O -1.090 0.276 1.277 -0.48 0.68 -0.14
O 0.345 -0.419 -0.660 1.01 -1.49 1.81
P -1.276 0.305 -0.188 -2.56 -0.35 0.42
Cl -0.392 1.904 -1.061 0.33 1.87 -0.49
H 1.671 -1.207 0.194 0.80 -0.42 0.15
```
Forces are in eV/Å.


[7]
Computed, not measured: 2 unconnected molecules or ions with the total composition C7H11NO8P, with the ωB97M-V functional and the def2-TZVPD basis.

HOMO energy, eV: -3.04
Electronic energy, eV: -34596.8779
Max |F|, eV/Å: 4.87
Gap between HOMO and LUMO, eV: 5.2682
Charge: -1
LUMO, eV: 2.23

Geometry as XYZ:
```
28
Properties=species:S:1:pos:R:3:forces:R:3
O 2.107 1.178 4.454 -0.87 0.51 0.59
C 1.387 1.130 3.544 1.48 -2.09 -1.98
N 0.922 0.849 2.416 0.34 2.53 1.29
C 0.443 2.161 1.814 -0.52 -1.24 -0.02
O -0.903 2.268 2.366 0.17 -0.73 -1.11
C -1.662 1.640 1.329 1.50 2.35 -0.53
O -2.415 0.745 1.401 -0.19 0.64 0.21
O -1.211 2.354 0.182 -0.12 -1.02 0.62
C 0.227 2.063 0.238 -0.30 -0.94 0.48
C 0.301 0.636 -0.451 0.89 -0.24 0.85
P 1.975 0.285 -1.222 -0.61 -0.44 -2.90
O 2.214 1.377 -2.231 0.28 -1.01 1.55
O 1.861 -1.201 -1.923 2.15 3.32 2.85
O 3.179 0.174 -0.061 -1.42 0.49 -0.68
H 1.130 3.018 2.073 -1.15 -0.76 0.02
H 0.896 2.844 -0.204 -1.18 -0.61 -0.24
H 0.072 -0.217 0.250 0.03 0.97 -0.52
H -0.515 0.624 -1.230 1.34 -0.14 0.53
H 1.501 -1.764 -1.186 -0.82 -0.50 -1.39
H 3.353 1.074 0.277 -0.01 -0.54 -0.27
C -2.305 -2.707 -0.881 -0.84 -0.23 -0.31
C -1.372 -2.597 -2.107 -0.57 -0.22 1.54
O -0.148 -2.247 -1.682 -0.35 -0.32 -0.30
H -2.387 -1.754 -0.348 0.16 -0.01 -0.07
H -3.320 -2.993 -1.200 -0.13 -0.01 0.11
H -1.957 -3.469 -0.176 0.17 0.07 -0.09
H -1.895 -1.904 -2.805 0.23 0.44 -0.15
H -1.478 -3.570 -2.637 0.37 -0.27 -0.09
```
Forces are in eV/Å.


[8]
Computed, not measured: a molecular structure, C4H16Ag2Cs2O14P2, with the ωB97M-V functional and the def2-TZVPD basis.

HOMO energy (alpha / beta), eV: -9.23 / -9.09
Electronic energy, eV: -60748.4718
Max |F|, eV/Å: 2.35
Gap between HOMO and LUMO (alpha / beta), eV: 8.0870 / 6.2382
LUMO (alpha / beta), eV: -1.14 / -2.85
2S+1: 3

Geometry as XYZ:
```
40
Properties=species:S:1:pos:R:3:forces:R:3
Ag 2.457 -0.003 -2.625 0.23 0.10 -1.02
Ag -0.332 -2.060 -2.563 -0.28 0.32 -0.25
Cs 4.328 -1.523 0.278 -0.43 -0.08 -0.01
Cs -2.771 -1.835 0.703 0.16 0.62 0.02
P 0.429 0.007 -0.711 0.40 0.16 -2.30
O 0.212 0.161 -2.260 -0.30 0.79 0.54
O -0.272 1.072 0.040 -1.01 0.19 1.25
O 1.970 0.082 -0.462 0.05 -0.55 0.39
O -0.116 -1.472 -0.535 -0.53 -0.13 1.59
P 1.543 -1.966 -4.495 0.17 0.71 -0.39
O 1.872 -2.140 -2.955 0.10 -0.76 -0.14
O 2.174 -0.544 -4.714 0.51 0.08 0.20
O -0.029 -1.774 -4.568 0.27 -0.83 0.36
O 2.057 -3.057 -5.327 0.20 -0.22 -0.39
O -2.484 0.374 -2.687 0.54 0.20 0.21
H -2.672 -0.552 -2.526 -0.07 -0.13 -0.22
H -1.493 0.451 -2.601 -0.58 -0.15 -0.09
O -1.633 3.229 -1.838 0.25 -0.08 0.02
H -1.010 2.669 -1.350 -0.20 0.07 -0.04
H -1.982 2.646 -2.521 -0.08 0.02 0.10
C 1.016 -1.270 2.557 -0.54 0.62 1.63
C 1.368 -2.693 2.191 0.76 -0.65 -0.73
O 1.541 -2.985 0.791 -0.66 0.41 0.38
O 2.032 -0.301 2.355 -0.22 -0.55 -0.93
H 0.819 -1.253 3.646 0.41 -0.28 -0.15
H 0.012 -0.910 2.222 0.72 -0.31 -0.65
H 0.682 -3.366 2.737 -0.19 0.03 -0.58
H 2.363 -2.998 2.538 -0.13 0.52 0.79
H 0.876 -2.461 0.260 0.28 -0.20 0.21
H 1.986 -0.075 1.400 0.08 0.39 0.22
C -2.375 2.551 2.406 -0.58 -0.10 0.75
C -0.946 2.640 2.876 1.05 -0.03 -0.54
O -0.013 3.130 1.907 -0.56 -0.20 0.08
O -2.615 1.546 1.424 0.40 -0.31 0.10
H -2.768 3.527 2.102 0.25 -0.08 -0.38
H -2.963 2.284 3.305 0.06 -0.07 -0.29
H -0.615 1.642 3.214 -0.13 0.06 0.02
H -0.852 3.318 3.726 -0.25 -0.01 0.01
H -0.004 2.506 1.156 0.14 0.11 0.26
H -1.792 1.401 0.904 -0.29 0.28 -0.03
```
Forces are in eV/Å.


[9]
Computed, not measured: a single C3H5N molecule, with the ωB97M-V functional and the def2-TZVPD basis.

HOMO energy, eV: -9.36
Electronic energy, eV: -4679.2927
Max |F|, eV/Å: 2.94
SMILES: C[C@H]1C=N1
Gap between HOMO and LUMO, eV: 10.5971
LUMO, eV: 1.24

Geometry as XYZ:
```
9
Properties=species:S:1:pos:R:3:forces:R:3
C 0.957 -0.407 1.030 -0.08 -1.67 2.43
C -0.252 0.133 0.473 1.54 1.69 -0.89
C -0.556 0.044 -1.005 -0.85 -1.73 0.44
N 1.347 0.665 0.605 -0.63 1.38 -0.71
H -0.850 0.735 1.149 -0.35 -0.14 -0.30
H -0.659 -1.006 -1.309 0.17 -0.10 0.09
H 1.289 -1.011 1.876 0.17 -0.67 -0.69
H -1.549 0.423 -1.234 0.25 0.69 -0.17
H 0.274 0.423 -1.585 -0.23 0.53 -0.20
```
Forces are in eV/Å.